ORCA calculation (wB97M-V/def2-TZVPD) on C35H55IrN4OP2S as an isolated structure at a distorted geometry.

Structure (XYZ):
```
99
Properties=species:S:1:pos:R:3:forces:R:3:lowdin_charge:R:1
C 0.1445 2.7356 -1.2665 0.139 -0.074 0.301 -0.32
C -1.2739 1.2046 -2.2917 -0.587 -0.110 -0.149 -0.31
C -0.0353 3.6764 -2.2774 -0.136 -0.143 -0.317 0.03
C -1.5837 2.1647 -3.2943 0.295 -0.509 -0.343 0.04
C -0.9697 3.4064 -3.2766 -0.190 0.425 0.239 0.01
H 0.5706 4.5747 -2.2559 -0.061 -0.075 -0.225 0.14
H -2.2152 1.8395 -4.1193 0.195 0.226 0.077 0.14
H -1.1798 4.1521 -4.0405 0.018 -0.222 0.083 0.14
N -0.6795 1.6822 -1.1440 0.877 -1.353 0.381 -0.02
P 0.9589 1.9767 1.2344 1.912 2.438 0.498 1.00
P -1.3314 -1.7009 -1.7028 0.071 -1.801 -1.674 1.23
C 1.3579 2.8053 -0.3644 -0.384 0.215 0.139 -0.22
H 2.2104 2.2823 -0.8330 -0.524 -0.012 -0.064 0.10
H 1.6720 3.8473 -0.2389 -0.024 -0.306 0.098 0.09
C 0.4398 -1.3629 1.2370 1.529 -4.070 1.691 -0.42
O 0.8793 -2.3829 1.6008 -1.163 3.042 -0.980 0.13
C -1.3693 -0.1831 -2.6194 -3.691 1.887 0.480 -0.21
H -1.9923 -0.3216 -3.5168 0.499 0.034 0.086 0.10
C -0.7052 -2.8743 -3.1816 0.232 -0.171 0.178 -0.60
C -2.9750 -2.4996 -0.9942 -0.242 0.104 0.613 -0.63
C 2.6060 1.5280 2.0155 -0.121 -0.059 0.107 -0.67
C 0.1108 3.4277 2.1209 -0.235 -0.008 0.274 -0.65
C 0.5244 -3.5484 -2.5562 0.194 -0.211 0.013 -0.08
H 0.2844 -4.0519 -1.6093 0.059 0.015 -0.225 0.08
H 0.9187 -4.3006 -3.2564 -0.084 0.184 0.222 0.11
H 1.3199 -2.8167 -2.3648 -0.200 -0.298 -0.022 0.05
C -1.6883 -3.9269 -3.7097 -0.326 -0.269 0.052 -0.08
H -2.0793 -4.6167 -2.9577 0.081 0.169 -0.329 0.07
H -2.5228 -3.4666 -4.2546 0.286 -0.174 0.131 0.09
H -1.1466 -4.5431 -4.4471 -0.052 0.253 0.288 0.11
C -0.2839 -2.0977 -4.4330 0.122 0.483 -0.045 -0.08
H 0.2514 -2.7848 -5.1072 -0.226 0.119 0.246 0.12
H -1.1421 -1.6894 -4.9797 0.135 -0.199 0.038 0.10
H 0.3950 -1.2770 -4.2053 -0.242 -0.242 -0.223 0.03
C -2.6271 -3.9044 -0.4605 0.394 -0.012 -0.160 -0.06
H -1.8680 -3.8405 0.3343 -0.194 -0.014 -0.132 0.08
H -3.5329 -4.3537 -0.0249 0.202 0.217 -0.165 0.12
H -2.2436 -4.5954 -1.2164 -0.169 0.215 0.310 0.06
C -3.5379 -1.7083 0.1835 0.114 0.158 0.287 -0.15
H -2.8740 -1.7557 1.0590 -0.254 -0.039 -0.353 0.01
H -3.7093 -0.6558 -0.0668 -0.060 -0.156 0.049 0.07
H -4.4991 -2.1526 0.4899 0.298 0.129 -0.219 0.12
C -4.0459 -2.4743 -2.0794 -0.060 0.013 -0.619 -0.06
H -3.8187 -3.1082 -2.9372 -0.113 0.176 0.281 0.06
H -4.9925 -2.8334 -1.6478 0.265 0.121 -0.037 0.12
H -4.2031 -1.4472 -2.4342 -0.119 -0.206 0.058 0.10
C 0.0175 3.1029 3.6171 -0.134 0.209 0.232 -0.08
H -0.6270 3.8591 4.0934 0.189 -0.185 -0.110 0.11
H -0.4457 2.1205 3.7926 0.357 0.320 -0.043 0.04
H 0.9922 3.1463 4.1220 -0.341 -0.025 -0.155 0.08
C -1.3114 3.6315 1.5749 -0.170 -0.245 0.038 -0.11
H -1.3186 3.8218 0.4956 -0.086 0.060 0.234 0.08
H -1.9499 2.7595 1.7860 0.174 0.716 -0.150 -0.02
H -1.7508 4.5024 2.0855 0.132 -0.232 -0.209 0.11
C 0.8327 4.7769 1.9200 0.277 0.083 0.045 -0.06
H 0.3526 5.5087 2.5884 0.124 -0.236 -0.193 0.11
H 1.8986 4.7556 2.1700 -0.344 0.051 -0.092 0.07
H 0.7143 5.1586 0.8972 -0.013 -0.057 0.313 0.09
C 3.3943 0.6213 1.0519 -0.154 -0.019 -0.009 -0.09
H 3.6480 1.1248 0.1116 0.045 -0.144 0.190 0.08
H 4.3297 0.3222 1.5482 -0.259 0.128 -0.157 0.11
H 2.8296 -0.2903 0.8203 0.223 0.162 -0.027 0.05
C 2.3209 0.7170 3.2912 0.077 0.019 0.089 -0.07
H 1.7714 -0.2024 3.0503 0.163 0.124 0.166 0.05
H 3.2836 0.4349 3.7406 -0.273 0.008 -0.079 0.11
H 1.7519 1.2825 4.0362 0.206 -0.201 -0.148 0.06
C 3.4418 2.7734 2.3384 0.230 0.055 0.127 -0.06
H 3.5830 3.4202 1.4605 -0.019 -0.150 0.255 0.09
H 3.0257 3.3629 3.1663 0.115 -0.179 -0.281 0.08
H 4.4403 2.4361 2.6571 -0.269 0.103 -0.090 0.11
Ir -0.1996 0.1590 0.4370 -1.196 0.761 -2.318 0.96
N 0.9967 -0.1887 -1.1038 0.970 -0.533 2.217 -0.08
C 1.0614 -0.2953 -2.3172 2.110 -0.062 -2.351 -0.21
C 2.2871 -0.3895 -3.1248 -0.497 0.350 0.952 -0.22
C 3.3338 -1.1142 -2.5365 0.987 -0.476 0.010 -0.03
C 2.4555 0.1999 -4.3904 0.433 -0.047 -0.406 -0.01
C 4.5567 -1.2466 -3.1901 -0.450 -0.047 0.301 -0.02
H 3.1672 -1.5769 -1.5605 0.142 0.172 -0.306 0.12
C 3.6793 0.0511 -5.0504 -0.726 0.274 0.091 -0.02
H 1.6274 0.7542 -4.8366 0.302 -0.135 0.028 0.13
C 4.7237 -0.6708 -4.4555 0.105 -0.146 0.221 -0.01
H 5.3570 -1.8055 -2.7040 -0.151 0.175 -0.277 0.13
H 3.8215 0.4953 -6.0370 -0.048 -0.125 0.323 0.13
H 5.6744 -0.7973 -4.9771 -0.325 0.091 0.103 0.13
S -1.9806 0.4955 1.8348 -0.094 0.021 0.073 0.79
C -1.7642 -0.3012 3.3715 0.118 -0.903 1.789 -0.61
N -1.9304 0.4117 4.4996 -0.492 -0.183 -1.569 0.04
C -1.9871 -0.1730 5.8438 -0.252 -0.064 0.268 -0.12
C -1.1837 -1.4534 5.8679 0.413 -0.104 0.345 -0.14
C -1.5595 -2.3577 4.7165 -0.094 -0.291 0.187 -0.12
N -1.4770 -1.6054 3.4612 -0.457 0.721 -0.628 0.05
H -2.3284 1.3381 4.3645 0.255 -0.174 0.146 0.15
H -3.0362 -0.3667 6.1066 0.195 0.120 -0.076 0.15
H -1.5887 0.5676 6.5425 -0.066 -0.140 -0.104 0.14
H -1.3669 -1.9778 6.8088 0.042 0.085 -0.097 0.14
H -0.1126 -1.2259 5.8287 -0.118 -0.028 -0.010 0.13
H -2.5800 -2.7464 4.8368 0.188 0.070 -0.071 0.15
H -0.8775 -3.2080 4.6338 -0.100 0.135 0.052 0.14
H -1.5127 -2.1474 2.6039 0.098 0.227 0.222 0.11
```
Positions in Å, forces in eV/Å.

The calculation puts the LUMO energy (alpha / beta) at -7.9 / -11.6 eV. The expectation value of S² is 8.815. As for the multiplicity: 6. The total energy comes out at -77417.7619 eV. The charge is +3.